(1)
The following is a DFT calculation (wB97M-V/def2-TZVPD) of C23H30BF4O5Pd as an isolated structure.

Summary:
Multiplicity: 5
E_LUMO (spin up / spin down) in eV: 2.2 / 1.9
Frontier orbital gap (spin up / spin down) in eV: 6.296 / 7.200
Net charge: -1

Structure (XYZ):
```
64
Properties=species:S:1:pos:R:3:lowdin_spin:R:1
Pd 0.115 -0.269 0.013 1.261
F -1.208 -0.108 4.488 0.000
F 0.431 1.459 5.026 0.000
F 1.013 -0.526 3.907 0.000
F -0.200 1.113 2.786 0.000
O -1.704 0.526 -7.988 0.001
O 1.635 0.284 -7.850 0.000
O 2.163 -0.934 -6.035 0.000
O -0.486 0.433 -1.907 0.250
O -0.710 -1.410 -8.454 0.000
C -0.486 3.079 -3.399 0.087
C -2.225 -0.903 0.166 0.137
C -0.005 -0.261 -2.999 0.011
C -0.134 -0.185 -6.326 0.002
C -1.426 1.096 -4.712 0.074
C -0.919 -0.343 -7.652 0.000
C -0.628 -1.926 1.493 0.161
C 2.273 -0.994 0.603 0.158
C -1.721 -1.002 1.488 0.110
C 1.331 -0.336 -6.698 0.001
C -1.120 -0.317 -4.074 0.050
C 3.030 0.249 -8.150 0.000
C 2.213 -0.613 -0.782 0.111
C 2.059 0.829 -0.827 0.184
C -1.607 2.215 -3.778 0.558
C -0.512 -2.477 0.170 0.132
C 0.057 -2.598 -8.114 0.000
C -1.480 -1.815 -0.663 0.173
C 2.058 1.314 0.513 0.099
C -2.961 2.507 -3.294 0.089
C -0.636 -1.178 -5.234 0.008
C 2.119 0.195 1.390 0.168
C -0.306 1.245 -5.755 0.010
B 0.010 0.496 4.072 -0.001
H -0.428 -3.405 -8.672 0.000
H 2.036 2.357 0.811 0.001
H 2.106 0.235 2.465 0.006
H -1.665 -2.019 -1.718 0.008
H 2.031 1.434 -1.726 0.009
H -2.371 0.949 -5.264 0.008
H 3.126 0.766 -9.103 0.000
H 0.917 0.217 -3.422 0.000
H -0.566 1.938 -6.562 0.000
H -0.833 3.844 -2.691 0.000
H 0.299 -1.318 -2.772 0.004
H 0.048 -2.830 -7.038 0.000
H 1.083 -2.473 -8.487 0.000
H -0.035 -2.216 2.348 0.005
H 0.321 2.522 -2.893 0.023
H 0.633 1.557 -5.270 0.000
H 3.379 -0.787 -8.227 0.000
H 2.459 -2.000 0.970 0.005
H -2.031 -0.715 -3.597 0.000
H 3.602 0.759 -7.365 0.000
H 2.329 -1.276 -1.631 0.005
H -3.422 3.319 -3.884 0.035
H 0.187 -1.839 -4.941 0.001
H -3.625 1.635 -3.360 0.005
H -1.472 -1.767 -5.636 0.001
H -3.053 -0.284 -0.174 0.005
H -0.040 3.597 -4.264 0.025
H -2.138 -0.502 2.349 0.003
H -2.925 2.847 -2.250 0.012
H 0.180 -3.247 -0.159 0.004
```


(2)
The following is a DFT calculation (wB97M-V/def2-TZVPD) of C23H30Cl2KOSi as an isolated structure.

Summary:
E_LUMO in eV: 2.4
Frontier orbital gap in eV: 7.468
ΔE to the lowest compared entry with this formula, charge and spin in kcal/mol: 4.1
Net charge: -1

Structure (XYZ):
```
58
Properties=species:S:1:pos:R:3:nbo_charge:R:1
K 1.728 -0.135 0.710 0.953
Cl 8.126 -0.102 -1.677 -0.057
Cl 5.262 -0.013 -1.038 -0.008
Si -1.342 0.007 -1.437 1.956
O -0.035 -0.079 -0.573 -1.408
C -2.227 1.756 -3.638 -0.230
C -1.464 -2.816 -1.715 -0.131
C 0.098 3.254 -3.592 -0.214
C -1.235 1.417 -2.714 -0.399
C -2.727 1.726 0.287 -0.610
C -0.073 2.191 -2.716 -0.223
C -1.918 -4.100 -3.693 -0.232
C 6.901 -0.041 -0.391 -0.383
C -2.087 -2.920 -4.403 -0.217
C -2.923 -0.709 0.767 -0.610
C -2.069 2.816 -4.521 -0.234
C 2.699 -0.077 5.124 -0.123
C 3.095 -0.145 3.701 -0.363
C 2.359 1.371 5.505 -0.588
C -1.601 -4.045 -2.343 -0.249
C -1.948 -1.696 -3.762 -0.212
C -1.642 -1.612 -2.403 -0.483
C 1.473 -0.970 5.362 -0.588
C 3.482 -0.207 2.536 -0.515
C -0.904 3.570 -4.499 -0.231
C -4.217 0.285 -1.118 -0.608
C -2.895 0.342 -0.349 -0.493
C 3.852 -0.563 6.014 -0.588
H -1.190 -2.776 -0.665 0.203
H 2.112 1.448 6.569 0.183
H -3.710 -0.485 1.499 0.186
H -2.322 -2.957 -5.461 0.197
H 3.574 -0.517 7.071 0.182
H 1.512 1.731 4.918 0.206
H 1.183 -0.970 6.418 0.184
H -4.283 1.092 -1.851 0.201
H -3.114 -1.707 0.363 0.203
H 7.061 0.864 0.180 0.224
H -1.789 1.771 0.847 0.215
H -2.856 3.056 -5.228 0.199
H -2.021 -5.057 -4.191 0.199
H -5.067 0.390 -0.432 0.187
H 1.696 -1.994 5.059 0.209
H -3.550 1.947 0.977 0.185
H 0.628 -0.622 4.765 0.206
H 7.013 -0.924 0.223 0.228
H -1.964 -0.732 1.291 0.218
H -0.782 4.399 -5.187 0.199
H -4.324 -0.667 -1.647 0.209
H -3.146 1.180 -3.673 0.202
H 0.707 1.939 -2.006 0.222
H -2.064 -0.786 -4.340 0.208
H 4.735 0.057 5.853 0.208
H 3.211 2.019 5.294 0.209
H 4.115 -1.591 5.760 0.208
H -1.448 -4.962 -1.785 0.200
H -2.697 2.511 -0.474 0.207
H 1.011 3.838 -3.572 0.201
```


(3)
The following is a DFT calculation (wB97M-V/def2-TZVPD) of C23H30ErF2IN8O3 as an isolated structure.

Summary:
Multiplicity: 4
E_LUMO (spin up / spin down) in eV: -5.3 / -5.3
Frontier orbital gap (spin up / spin down) in eV: 8.637 / 8.660
ΔE to the lowest compared entry with this formula, charge and spin in kcal/mol: 0.0
Net charge: +2

Structure (XYZ):
```
68
Properties=species:S:1:pos:R:3:lowdin_spin:R:1
Er 0.853 0.973 -0.869 3.019
I 1.777 4.136 4.536 0.000
F 2.599 1.045 -2.176 0.000
F 0.598 0.664 -3.061 -0.002
O -1.034 -0.140 -0.753 -0.004
O 4.111 -1.936 2.948 0.000
O 3.851 -6.043 1.537 0.000
N -2.898 -0.961 -1.732 0.000
N 2.062 2.636 0.530 -0.004
N 3.670 -4.151 3.006 0.000
N -2.991 4.304 -0.186 0.000
N -2.901 5.000 -2.375 0.000
N 1.756 -1.138 -0.232 -0.004
N -0.721 2.777 -0.556 -0.004
N -2.444 -1.393 0.506 0.000
C 2.938 -3.633 0.034 0.000
C -4.119 -1.777 -1.724 0.000
C -4.052 -2.823 -0.638 0.000
C 1.937 2.784 1.855 0.000
C 3.094 -5.388 2.530 0.000
C -2.452 3.608 0.808 0.000
C -2.380 4.265 -1.372 0.000
C 2.920 -2.745 1.103 0.000
C -2.108 -0.821 -0.660 0.000
C 2.334 -1.507 0.913 0.000
C -1.234 3.466 -1.558 0.000
C -1.307 2.857 0.645 0.000
C 2.004 4.015 2.478 0.000
C 1.549 1.825 -2.925 -0.002
C 2.337 -3.255 -1.164 0.000
C 2.363 4.998 0.330 0.000
C 2.207 5.149 1.702 0.000
C 3.616 -2.920 2.434 0.000
C 1.754 -2.015 -1.256 0.000
C -3.692 -2.148 0.665 0.000
C 2.299 3.731 -0.208 0.000
C -1.652 -1.223 1.715 0.000
C -2.622 -0.257 -2.981 0.000
H 1.782 1.885 2.442 0.000
H -0.737 3.400 -2.517 0.000
H 1.280 -1.696 -2.176 0.000
H 1.973 1.912 -3.914 0.000
H -0.765 -0.644 1.506 0.000
H -4.986 -1.127 -1.587 0.000
H -2.493 5.028 -3.291 0.000
H 2.373 -0.784 1.719 0.000
H 2.429 3.581 -1.268 0.000
H 4.231 -4.175 3.845 0.000
H -2.237 -0.713 2.482 0.000
H 2.340 -3.915 -2.021 0.000
H -2.949 3.656 1.771 0.000
H -1.350 -2.197 2.101 0.000
H 3.433 -4.595 0.123 0.000
H 2.128 -5.183 2.079 0.000
H 2.544 5.851 -0.310 0.000
H -2.233 -0.942 -3.737 0.000
H -3.553 0.173 -3.351 0.000
H -1.908 0.538 -2.822 0.000
H -4.491 -1.480 0.993 0.000
H -4.208 -2.240 -2.705 0.000
H 4.607 -6.492 1.931 0.000
H 2.935 -6.023 3.398 0.000
H -5.011 -3.329 -0.547 0.000
H -0.863 2.316 1.471 0.000
H -3.298 -3.573 -0.885 0.000
H -3.714 5.560 -2.187 0.000
H -3.531 -2.882 1.451 0.000
H 2.248 6.130 2.158 0.000
```


(4)
The following is a DFT calculation (wB97M-V/def2-TZVPD) of a 2-piece molecular cluster, C23H30F3O4 overall.

Summary:
E_LUMO in eV: 0.6
Frontier orbital gap in eV: 3.873
ΔE to the lowest compared entry with this formula, charge and spin in kcal/mol: 4.0
Net charge: -1

Structure (XYZ):
```
60
Properties=species:S:1:pos:R:3:nbo_charge:R:1
F -1.078 3.059 -1.065 -0.318
F 0.219 3.340 -2.841 -0.310
F -1.584 2.084 -2.979 -0.343
O 4.446 3.056 0.802 -0.717
O 1.330 5.358 -0.529 -0.704
O 3.367 2.446 2.625 -0.538
O -1.637 -3.541 0.142 -0.597
C -4.310 -2.581 -0.811 -0.609
C 2.184 4.490 -0.294 0.537
C 0.185 -2.331 -0.788 -0.081
C 3.377 3.080 1.427 0.743
C 0.598 -4.762 -1.419 -0.608
C -0.515 2.400 -2.150 0.942
C -0.250 0.039 -1.357 -0.059
C -4.395 -0.157 -0.296 -0.608
C 0.604 -1.119 -1.265 -0.093
C 2.156 3.747 0.964 -0.470
C 0.296 1.250 -1.784 -0.188
C -3.683 -1.774 1.444 -0.609
C 3.271 4.213 -1.295 -0.741
C -1.225 -2.466 -0.359 0.473
C 1.243 -3.967 0.829 -0.608
C -2.136 -1.307 -0.499 0.032
C -1.638 -0.133 -0.994 -0.201
C 1.130 -3.553 -0.643 -0.077
C 1.436 3.719 3.387 -0.422
C 2.140 2.389 3.409 -0.062
C -3.614 -1.447 -0.052 -0.097
C 2.535 -3.244 -1.155 -0.608
C 1.093 4.082 1.941 -0.404
H 2.074 4.504 3.816 0.196
H 0.507 -4.526 -2.485 0.202
H 0.924 5.165 1.886 0.215
H -3.193 -0.988 2.028 0.209
H 1.345 1.323 -2.032 0.250
H 4.064 3.618 -0.820 0.279
H 1.925 -4.822 0.913 0.200
H 0.257 -4.257 1.201 0.236
H 3.169 -4.131 -1.031 0.211
H 1.295 -5.602 -1.298 0.200
H 0.518 3.667 3.978 0.194
H -3.806 -3.528 -0.604 0.237
H -2.287 0.732 -1.148 0.237
H -5.358 -2.657 -0.492 0.201
H 2.461 2.110 4.418 0.176
H 1.630 -0.982 -1.625 0.215
H -4.287 -2.388 -1.888 0.203
H 1.632 -3.138 1.432 0.211
H 2.999 -2.427 -0.591 0.218
H 2.858 3.695 -2.167 0.191
H 2.529 -2.989 -2.220 0.206
H -3.183 -2.726 1.636 0.237
H 0.147 3.585 1.662 0.177
H -0.378 -5.051 -1.021 0.237
H -5.435 -0.282 0.031 0.211
H -4.408 0.100 -1.362 0.210
H -3.966 0.677 0.271 0.216
H -4.729 -1.847 1.766 0.201
H 3.667 5.176 -1.632 0.204
H 1.484 1.616 2.980 0.165
```


(5)
The following is a DFT calculation (wB97M-V/def2-TZVPD) of C23H30F5O6PdTe as an isolated structure.

Summary:
Multiplicity: 5
E_LUMO (spin up / spin down) in eV: 1.9 / 1.6
Frontier orbital gap (spin up / spin down) in eV: 5.847 / 6.319
ΔE to the lowest compared entry with this formula, charge and spin in kcal/mol: 37.1
Net charge: -1

Structure (XYZ):
```
66
Properties=species:S:1:pos:R:3:lowdin_spin:R:1
Te 0.132 2.710 4.065 0.004
Pd -0.527 -0.769 2.683 1.247
F -1.703 2.861 4.613 0.004
F 0.389 1.247 5.275 0.000
F 0.458 3.919 5.509 0.001
F 2.042 2.786 3.857 0.003
F -0.083 4.232 2.928 0.009
O -0.906 -1.769 1.005 0.225
O 1.948 -0.597 -4.957 0.000
O -0.183 1.558 2.633 0.029
O -0.754 -0.168 -5.278 0.000
O -0.464 -2.177 -4.339 0.000
O 2.830 0.234 -3.042 0.001
C 1.003 2.499 -0.484 0.080
C 2.105 -0.060 2.867 0.214
C -0.127 1.185 -2.946 0.028
C 0.320 -1.013 -1.818 0.005
C 1.873 -0.175 -3.689 0.001
C -2.173 -0.104 4.275 0.106
C -1.360 3.189 -0.064 0.091
C 1.687 -1.953 1.599 0.299
C -0.331 -0.847 -4.352 0.001
C -0.908 1.189 -1.613 0.076
C 3.267 -0.705 -5.478 0.000
C 0.444 -0.224 -3.167 0.005
C -1.575 -0.863 0.148 0.020
C -1.373 -1.150 4.838 0.102
C -0.989 -2.701 -5.567 0.000
C -2.879 -0.636 3.142 0.098
C -2.559 -2.025 3.043 0.160
C -0.945 -0.416 -1.233 0.053
C -0.427 2.341 -0.813 0.547
C 1.291 -2.241 2.961 0.105
C -1.578 -2.333 4.051 0.156
C 2.207 -0.622 1.563 0.035
C 1.526 -1.040 3.748 0.133
H -0.967 -3.779 -5.451 0.000
H -2.402 2.865 -0.138 0.000
H 1.147 2.325 0.601 0.023
H -0.786 -1.085 5.751 0.003
H -2.293 0.893 4.669 0.004
H 2.628 -0.126 0.691 -0.003
H 1.689 1.840 -1.042 -0.001
H 3.788 0.257 -5.429 0.000
H -1.725 -0.762 -1.946 0.002
H 1.276 3.549 -0.708 0.021
H -1.136 -3.311 4.230 0.006
H 0.668 1.934 -2.957 0.004
H -3.048 -2.729 2.367 0.008
H 1.633 -2.643 0.756 0.014
H -1.062 3.184 0.987 0.021
H -0.351 -2.383 -6.390 0.000
H 3.833 -1.456 -4.917 0.000
H -2.503 -1.431 -0.109 0.009
H -2.007 -2.349 -5.740 0.000
H -1.286 4.228 -0.415 0.027
H 1.233 -0.857 -1.217 0.000
H -1.921 0.038 0.721 0.005
H 3.116 -1.020 -6.506 0.000
H 1.408 -0.950 4.823 0.003
H -1.980 1.396 -1.793 0.004
H -3.540 -0.074 2.481 0.003
H 2.468 0.910 3.165 0.009
H 1.004 -3.208 3.367 0.001
H 0.219 -2.087 -2.041 0.002
H -0.785 1.468 -3.772 0.000
```


(6)
The following is a DFT calculation (wB97M-V/def2-TZVPD) of a single C23H30N2O3 molecule.

Summary:
E_LUMO in eV: 0.8
Frontier orbital gap in eV: 9.391
ΔE to the lowest compared entry with this formula, charge and spin in kcal/mol: 21.4
SMILES: Cc1ccccc1[C@H](OC[C@H](O)CN1CCC(C(N)=O)CC1)c1ccccc1

Structure (XYZ):
```
58
Properties=species:S:1:pos:R:3:nbo_charge:R:1
O -0.581 3.626 -1.583 -0.710
O 4.296 -1.744 2.178 -0.617
O -1.198 1.081 -0.522 -0.562
N 6.297 -0.995 1.492 -0.825
N 2.097 1.211 -0.766 -0.461
C -0.935 -3.220 -1.701 -0.211
C 4.350 -0.314 0.232 -0.318
C 3.320 1.888 -0.389 -0.213
C -1.796 -1.178 -0.763 -0.048
C 0.300 2.905 -0.759 0.080
C 4.950 -1.099 1.390 0.686
C 1.235 2.019 -1.605 -0.240
C -5.462 0.755 2.088 -0.197
C 4.030 1.106 0.713 -0.394
C -3.004 0.242 0.898 -0.079
C 3.056 -0.966 -0.251 -0.390
C -4.997 1.586 1.086 -0.221
C -3.774 1.324 0.496 -0.209
C -2.827 -1.200 -1.692 -0.146
C -0.470 2.024 0.233 -0.091
C -2.682 -1.797 2.353 -0.658
C -0.848 -2.193 -0.777 -0.210
C -1.968 -3.239 -2.622 -0.211
C -3.473 -0.607 1.904 0.086
C -2.912 -2.226 -2.616 -0.223
C -1.677 -0.030 0.218 0.070
C 2.383 -0.101 -1.311 -0.217
C -4.703 -0.331 2.486 -0.239
H 4.000 2.004 -1.256 0.158
H 3.068 2.885 -0.023 0.203
H -1.144 2.640 0.846 0.181
H -0.925 -0.293 0.979 0.190
H 6.762 -1.449 2.261 0.403
H -5.582 2.434 0.762 0.212
H 0.252 1.519 0.887 0.192
H -0.039 -2.183 -0.060 0.214
H -2.477 -2.460 1.514 0.227
H -0.193 -4.005 -1.701 0.214
H 0.870 3.655 -0.203 0.176
H -3.564 -0.412 -1.684 0.212
H -5.072 -0.981 3.267 0.206
H 3.036 -0.039 -2.204 0.156
H -1.726 -1.489 2.777 0.216
H -3.719 -2.236 -3.334 0.213
H 6.844 -0.444 0.856 0.391
H 3.374 1.042 1.582 0.218
H 4.943 1.628 1.007 0.208
H -3.228 -2.353 3.112 0.218
H -3.404 1.966 -0.290 0.221
H 1.440 -0.563 -1.611 0.214
H 0.596 1.356 -2.194 0.212
H 3.263 -1.957 -0.659 0.213
H 5.071 -0.265 -0.592 0.200
H -1.194 2.984 -1.962 0.471
H 1.800 2.658 -2.303 0.182
H -2.036 -4.040 -3.343 0.213
H -6.416 0.948 2.557 0.210
H 2.392 -1.081 0.605 0.223
```


F_max readings, ordered: 0.033, 0.032, 0.028, 0.069, 0.061, 0.014 hartree/bohr